Run P
Density functional theory data (ωB97M-V/def2-TZVPD) for a cluster of 13 separate species, C52H104O29 in total.

```
185
C52H104O29, DFT ωB97M-V/def2-TZVPD
C -4.41651 -1.44943 2.16478
C -5.80801 -1.76112 2.54095
O -5.73828 -1.78086 3.92925
C -6.79313 -1.19105 4.62711
O -7.77619 -0.69832 4.08320
O -6.44558 -1.23102 5.91777
C -7.46209 -1.14564 6.79808
H -3.74177 -2.13832 2.67298
H -4.16697 -0.43263 2.46799
H -4.05735 -1.46816 1.13581
H -6.14421 -2.76504 2.28168
H -6.40418 -1.00527 2.02972
H -7.87279 -0.13616 6.81698
H -7.13891 -1.26279 7.83246
H -8.24703 -1.84334 6.50619
C -3.35215 2.94301 -5.37223
C -2.91017 1.47801 -5.13802
O -1.48330 1.29812 -5.11455
C -0.89092 1.53242 -3.96862
O -1.42149 1.62707 -2.85053
O 0.39330 1.51988 -4.16137
C 1.37849 1.60174 -3.06846
H -2.80744 3.26491 -6.25979
H -3.02016 3.68046 -4.64144
H -4.44183 2.93823 -5.39827
H -3.14290 0.87576 -6.01622
H -3.40487 0.92448 -4.33990
H 2.24076 1.84954 -3.68749
H 1.58015 0.62818 -2.62169
H 1.21246 2.41289 -2.35953
C -7.48065 4.98686 1.90701
C -6.39316 4.46193 2.85530
O -5.19526 4.72647 2.18236
C -4.00998 4.08284 2.46403
O -3.89441 3.25407 3.36324
O -3.11863 4.51137 1.60902
C -1.77726 4.01912 1.57200
H -8.49734 4.66381 2.13081
H -7.40266 4.46602 0.95269
H -7.47955 6.06757 1.76499
H -6.32322 3.38383 2.99991
H -6.45065 5.06258 3.76305
H -1.29589 4.42638 0.68289
H -1.73081 2.93495 1.46948
H -1.18327 4.41704 2.39477
C 1.95715 -2.58531 3.55609
C 3.40430 -2.95375 3.26313
O 3.72761 -2.58697 1.91619
C 4.99408 -2.52006 1.47278
O 5.91829 -2.94702 2.05137
O 5.02488 -1.99842 0.21368
C 6.26892 -1.84601 -0.46855
H 2.02260 -2.09740 4.52859
H 1.21768 -3.31592 3.22823
H 1.70525 -1.79988 2.84352
H 3.57475 -4.02494 3.37087
H 4.14636 -2.47948 3.90541
H 5.95678 -1.24751 -1.32439
H 6.76938 -2.79083 -0.68054
H 6.78736 -1.17455 0.21590
C -1.51689 -0.32851 4.40144
C -2.02436 0.02580 5.78674
O -2.57010 -1.13166 6.39735
C -1.79515 -1.92688 7.18948
O -0.55228 -1.85379 7.30929
O -2.51576 -2.98039 7.56970
C -1.98135 -3.80866 8.61069
H -1.17812 0.54522 3.84471
H -2.27518 -0.94170 3.91451
H -0.60566 -0.92379 4.45956
H -2.68416 0.89330 5.77217
H -1.13959 0.27621 6.37205
H -2.71675 -4.60244 8.74184
H -1.99085 -3.33147 9.59065
H -1.00126 -4.25220 8.43522
C 8.02305 4.93727 3.84175
C 7.64438 3.53218 3.33969
O 6.28865 3.33550 3.25751
C 5.79089 2.26651 2.68515
O 6.39200 1.40858 1.98227
O 4.45572 2.33830 2.89156
C 3.47633 1.37648 2.38750
H 7.83753 5.72073 3.10699
H 9.07148 5.02874 4.12551
H 7.49221 5.26951 4.73390
H 7.96159 2.87313 4.14785
H 8.11479 3.41519 2.36341
H 3.93015 0.39190 2.27454
H 3.08428 1.64119 1.40550
H 2.67137 1.47952 3.11517
C 1.19372 4.85839 -4.91514
C -0.00598 5.23308 -4.04564
O 0.08668 4.62997 -2.73909
C 0.74877 5.31013 -1.82442
O 1.23354 6.42675 -1.83340
O 0.93045 4.40194 -0.88462
C 1.70774 4.64271 0.21998
H 2.15184 4.82440 -4.39652
H 1.23999 5.65226 -5.66062
H 1.21892 3.84054 -5.30428
H -0.87928 4.93719 -4.62694
H -0.25606 6.28398 -3.90013
H 1.43065 5.52509 0.79680
H 2.78877 4.69119 0.08915
H 1.66289 3.73054 0.81499
C 5.50790 -3.03271 -7.56932
C 5.74272 -2.65839 -6.08148
O 4.58456 -3.00557 -5.15244
C 4.76275 -3.22308 -3.79746
O 5.88720 -3.25802 -3.27500
O 3.56961 -3.51084 -3.15159
C 3.50904 -3.97265 -1.79333
H 5.32144 -4.10435 -7.63959
H 6.40999 -2.93446 -8.17321
H 4.71217 -2.46678 -8.05369
H 5.99778 -1.60298 -5.98571
H 6.60121 -3.23395 -5.73532
H 2.95357 -4.90958 -1.83479
H 2.86508 -3.35318 -1.16911
H 4.48396 -4.21109 -1.36815
C 5.08739 2.24199 -3.87799
C 5.41376 1.05955 -2.98791
C 4.50442 1.27852 -1.80072
O 4.22588 2.64341 -1.74329
C 4.92841 3.35848 -2.78754
H 4.23480 2.11689 -4.54546
H 5.93323 2.44493 -4.53487
H 6.43520 1.17841 -2.62649
H 5.20456 0.09470 -3.44986
H 4.98458 0.85617 -0.91801
H 3.62208 0.65898 -1.96118
H 5.89482 3.66341 -2.38610
H 4.30093 4.21365 -3.03868
C -3.30782 -2.91566 -4.35148
C -2.11687 -3.79154 -4.41095
C -1.75780 -4.15114 -2.88262
O -2.80632 -3.65491 -2.12927
C -3.31694 -2.51475 -2.85832
H -4.14883 -3.60779 -4.39327
H -3.29467 -2.13305 -5.11008
H -1.30036 -3.25580 -4.89511
H -2.14322 -4.60111 -5.14034
H -0.86661 -3.68674 -2.46048
H -1.62767 -5.20364 -2.63081
H -2.72776 -1.60122 -2.77802
H -4.29154 -2.20191 -2.48364
C 0.92028 -6.70974 0.89994
C -0.48762 -6.38125 1.23645
C -0.76712 -5.08637 0.46505
O 0.45877 -4.54714 0.11402
C 1.44081 -5.28341 0.80302
H 1.06870 -7.18972 -0.06737
H 1.36612 -7.24297 1.73957
H -0.59943 -6.16288 2.29849
H -1.10489 -7.21856 0.91092
H -1.34370 -4.37184 1.05251
H -1.41162 -5.35348 -0.37243
H 1.61593 -4.97431 1.83350
H 2.40984 -5.29479 0.30408
C -0.90608 -0.31599 0.36377
C -0.39779 -1.10954 -0.80083
C 1.09783 -1.01925 -0.51311
O 1.27690 0.27209 -0.04533
C 0.10597 0.81754 0.57781
H -0.94657 -1.09401 1.12610
H -1.96209 -0.05792 0.28412
H -0.61116 -0.70163 -1.78885
H -0.84174 -2.10186 -0.88034
H 1.50814 -1.19073 -1.50827
H 1.49513 -1.81214 0.12059
H -0.25965 1.69400 0.04278
H 0.10441 0.87169 1.66646
C -4.13663 0.91094 -1.17437
C -5.38597 0.14540 -1.55664
C -6.47446 1.20347 -1.37074
O -5.76811 2.44769 -1.13179
C -4.50022 2.33307 -1.61073
H -3.28192 0.45977 -1.67838
H -4.07158 0.80054 -0.09193
H -5.48295 -0.75444 -0.94921
H -5.40734 -0.23912 -2.57634
H -7.16036 1.08291 -0.53222
H -6.99619 1.35698 -2.31537
H -4.06607 3.19480 -1.10375
H -4.36941 2.58577 -2.66294
```

Calculated values
E_LUMO, eV: 0.552
Gap between HOMO and LUMO, eV: 9.96
HOMO, eV: -9.4


Run Q
Density functional theory data (ωB97M-V/def2-TZVPD) for a cluster of 13 separate species, C52H104O29 in total.

```
185
C52H104O29, DFT ωB97M-V/def2-TZVPD
C 2.45521 -6.51794 -8.08671
C 2.41302 -6.00142 -6.66237
O 2.87573 -4.67508 -6.37550
C 2.22407 -3.68013 -6.80837
O 1.21895 -3.68285 -7.54415
O 2.93297 -2.59937 -6.49954
C 2.58440 -1.31418 -7.05863
H 1.99232 -7.50171 -8.16440
H 3.48631 -6.62701 -8.42293
H 1.89699 -5.95378 -8.83386
H 3.03667 -6.60410 -6.00211
H 1.34767 -6.14042 -6.47848
H 3.20095 -1.21393 -7.95189
H 2.69433 -0.47305 -6.37415
H 1.54511 -1.28046 -7.38550
C 9.98153 1.47991 -5.52613
C 8.45977 1.09172 -5.43112
O 7.54926 2.20025 -5.24563
C 7.42276 2.79125 -4.03219
O 8.17909 2.69771 -3.11646
O 6.32556 3.64485 -4.07527
C 6.08622 4.58388 -3.04663
H 10.37254 1.86894 -4.58599
H 10.21416 2.22456 -6.28737
H 10.51723 0.56512 -5.77969
H 8.30483 0.35571 -4.64221
H 8.26351 0.71283 -6.43412
H 5.57529 5.37019 -3.60232
H 6.97996 4.92487 -2.52408
H 5.56876 4.16086 -2.18560
C -5.08159 -4.52630 -5.88297
C -4.38486 -5.04766 -4.51186
O -5.36402 -5.65978 -3.65254
C -5.74985 -6.91988 -3.88345
O -5.19319 -7.69698 -4.62021
O -6.91557 -7.12938 -3.26862
C -7.49871 -8.37732 -3.06911
H -5.43496 -5.37675 -6.46603
H -4.35712 -3.96387 -6.47196
H -6.02096 -3.98795 -5.75706
H -3.88628 -4.30244 -3.89205
H -3.60375 -5.78262 -4.70629
H -7.05671 -8.91028 -2.22727
H -7.59696 -8.99510 -3.96174
H -8.51918 -8.24064 -2.71125
C 6.45989 -3.28711 -1.19517
C 6.83706 -4.79398 -0.97727
O 7.26829 -5.25289 -2.24941
C 6.97034 -6.50078 -2.62507
O 6.46490 -7.47158 -1.89530
O 7.44352 -6.70128 -3.84962
C 7.70766 -8.08870 -4.29127
H 5.73227 -3.11385 -1.98805
H 7.38530 -2.80329 -1.50762
H 6.26188 -2.77708 -0.25244
H 6.06125 -5.40596 -0.51718
H 7.70613 -4.87331 -0.32420
H 7.95533 -8.69586 -3.42056
H 8.50904 -8.09925 -5.03005
H 6.82335 -8.62444 -4.63631
C 0.26440 -8.23424 1.63640
C 0.98805 -8.46585 2.96863
O 0.79768 -9.79133 3.30542
C 0.03076 -10.18439 4.33181
O -0.34472 -9.45707 5.30075
O -0.30401 -11.46243 4.10967
C -1.31263 -12.12255 4.83633
H 0.76767 -8.61008 0.74558
H 0.23220 -7.15157 1.51438
H -0.66055 -8.81092 1.63857
H 0.43956 -7.80176 3.63664
H 2.04691 -8.20732 2.97809
H -1.15678 -12.30947 5.89881
H -1.63105 -13.11079 4.50452
H -2.22715 -11.54203 4.71493
C 9.97453 2.77350 3.03634
C 8.58599 3.26286 3.10230
O 8.22462 3.23570 4.48316
C 6.94018 3.05268 4.92899
O 5.94394 2.86636 4.30506
O 7.01122 3.03751 6.22508
C 5.78801 3.11777 6.95685
H 10.09715 1.69862 3.16937
H 10.48913 3.26938 3.85938
H 10.49285 3.08322 2.12886
H 7.82169 2.65047 2.62386
H 8.43127 4.23959 2.64388
H 4.92510 3.67264 6.58862
H 6.05360 3.46397 7.95569
H 5.35998 2.14869 7.21336
C -5.31573 3.93587 4.11515
C -6.14915 4.60911 5.19509
O -6.34055 3.62476 6.19504
C -7.52109 3.28189 6.63319
O -8.60090 3.61679 6.19287
O -7.37802 2.50202 7.68319
C -8.38704 1.51577 7.93306
H -4.38837 3.47605 4.45673
H -5.12993 4.61255 3.28107
H -5.85911 3.15994 3.57592
H -7.03818 5.07850 4.77392
H -5.39504 5.29931 5.57332
H -9.30547 1.55295 7.34723
H -8.57255 1.42903 9.00364
H -7.88724 0.56574 7.74400
C -1.46748 8.72217 -4.40872
C -2.43190 9.90320 -4.33476
O -3.72568 9.41454 -4.63073
C -4.84986 10.06310 -4.21681
O -4.96445 11.02356 -3.48474
O -5.82139 9.48883 -4.91166
C -7.11418 10.00741 -4.89340
H -1.63901 8.04887 -3.56885
H -0.41012 8.98035 -4.46716
H -1.69638 8.12384 -5.29061
H -2.31466 10.59983 -5.16486
H -2.47041 10.33843 -3.33616
H -7.59602 9.51536 -5.73828
H -7.11156 11.06391 -5.16155
H -7.57652 9.76481 -3.93658
C 0.55854 0.33182 0.29370
C -0.07591 0.50185 -1.10569
C -0.49878 1.98078 -1.12298
O 0.39832 2.59158 -0.18027
C 1.22633 1.66554 0.53900
H 1.17475 -0.52775 0.55736
H -0.23274 0.36623 1.04257
H -0.94014 -0.15410 -1.21030
H 0.79347 0.31743 -1.73679
H -1.49980 2.02354 -0.69373
H -0.43515 2.51814 -2.06917
H 1.22755 1.97561 1.58397
H 2.21865 1.58958 0.09447
C -6.72974 -3.65005 3.61819
C -5.80944 -4.53600 2.69242
C -4.43545 -3.87184 2.79117
O -4.74890 -2.50356 2.76306
C -6.02758 -2.28164 3.41951
H -6.85292 -3.67113 4.70100
H -7.73068 -3.44400 3.23903
H -6.14784 -4.55213 1.65641
H -5.86339 -5.55320 3.08036
H -3.65035 -4.20137 2.11062
H -3.95737 -4.12606 3.73716
H -6.61278 -1.77458 2.65235
H -5.82377 -1.76644 4.35820
C -6.83957 0.91332 -3.31344
C -6.76404 1.70260 -2.04582
C -6.53988 3.09688 -2.48729
O -5.64116 2.89906 -3.48624
C -5.95830 1.67938 -4.25194
H -7.81606 0.79170 -3.78226
H -6.44342 -0.08486 -3.12693
H -6.00617 1.26370 -1.39690
H -7.69968 1.73653 -1.48769
H -5.98060 3.77749 -1.84535
H -7.44174 3.64219 -2.76550
H -5.00716 1.15723 -4.35584
H -6.44323 1.79612 -5.22113
C 2.38882 9.18440 1.75008
C 3.11118 9.20007 3.07393
C 1.99368 9.14958 4.06037
O 0.95982 10.03059 3.54910
C 1.20755 10.17539 2.11521
H 2.08879 8.15881 1.53500
H 3.08307 9.55536 0.99610
H 3.63786 10.15422 3.09141
H 3.86360 8.41596 3.15836
H 2.14264 9.51544 5.07627
H 1.58905 8.13833 4.10208
H 1.32159 11.21928 1.82300
H 0.25629 9.95715 1.62986
C 0.80321 -0.66791 6.82113
C -0.39696 0.36269 6.81943
C -0.32120 0.99822 8.24292
O 0.49644 0.10216 8.97876
C 0.86869 -1.10438 8.25129
H 1.66911 -0.04577 6.59472
H 0.90476 -1.42442 6.04300
H -1.35145 -0.14523 6.68134
H -0.39083 1.06566 5.98644
H -1.30256 1.10384 8.70539
H 0.21512 1.92650 8.04607
H 0.12687 -1.85218 8.53167
H 1.85172 -1.42391 8.59719
```

Calculated values
E_LUMO, eV: 0.064
Gap between HOMO and LUMO, eV: 9.45
HOMO, eV: -9.4


Energetically preferred structure: run P | next structure: +1.682 eV